(1)
The molecule C20H21F2N3O3 at a distorted geometry, computed with ωB97M-V with the def2-TZVPD basis set.

## Properties
SMILES string = CCOC(CNC(=O)c1ccc2c(c1)ncn2-c1ccc(F)c(F)c1)OCC
E_LUMO = 0.0 eV
Largest force on an atom = 18.7 eV/Å
HOMO level = -8.347 eV
Energy relative to the best compared isomer or geometry (same formula, charge and spin) = 15.241 eV

```
49
Properties=species:S:1:pos:R:3:forces:R:3
C -5.559430 -3.067587 -0.056979 -0.86 -0.71 -13.93
C -4.324607 -2.592688 -1.047380 -3.57 -2.96 -2.03
H -4.728682 -2.064718 -1.995787 0.29 -1.58 1.05
O -3.561481 -1.685920 -0.442570 2.71 -0.30 1.05
C -4.048251 -0.489139 -0.514723 -3.02 8.31 4.83
O -3.700422 0.189896 0.866095 -0.16 -1.09 -1.78
C -4.309445 -0.385279 2.163227 -1.17 -0.21 -7.35
C -3.703966 0.547803 3.057715 -0.45 -3.05 5.87
H -2.654386 0.461176 3.127088 1.21 -0.47 0.12
H -3.896382 1.531723 3.061917 -1.21 3.56 -1.47
H -4.171176 0.345826 4.121371 1.21 -0.13 -1.37
H -5.421046 -0.075367 1.837863 1.81 -1.65 1.74
H -3.937521 -1.502602 1.972899 -1.36 2.18 1.76
C -3.447048 0.581349 -1.486725 1.54 -14.13 -3.18
N -2.042752 0.472419 -1.544101 0.81 -3.63 3.48
C -1.406582 1.615757 -1.160881 8.36 -14.07 1.63
O -1.800314 2.576433 -1.421843 -6.88 17.09 -3.01
C 0.070319 1.422854 -0.861608 3.48 2.97 1.11
C 0.820156 2.599194 -0.285235 -6.33 -4.45 -1.04
C 2.026131 2.395790 0.223022 -0.63 -5.67 -3.89
N 2.850048 3.186922 0.702316 -0.86 9.59 5.26
C 3.928795 2.706372 0.949706 5.87 -2.81 -1.28
N 4.056634 1.505277 0.213777 -1.28 -2.69 0.87
C 2.710458 1.247429 -0.125258 0.95 -2.38 -4.92
C 2.174613 0.376034 -1.304420 8.09 1.20 6.18
C 0.923009 0.380782 -1.376629 -10.17 -2.22 -2.62
H 0.368409 -0.575480 -1.979449 1.45 2.91 1.56
H 2.769956 -0.483362 -1.457942 0.54 -0.67 -1.05
C 5.077053 0.497131 0.160012 3.04 0.98 -1.37
C 5.022064 -0.878720 0.281554 -6.04 4.63 0.54
C 6.092011 -1.566578 0.053771 1.29 -8.17 1.73
C 7.314213 -1.184880 -0.277107 4.96 2.63 -0.08
C 7.546812 0.246114 -0.277361 1.51 -2.60 -1.30
C 6.404358 0.922389 -0.224289 -2.51 5.26 1.24
H 6.523315 2.046122 -0.330647 -0.31 -1.30 0.07
H 8.545138 0.793824 -0.456817 -1.73 -1.45 0.24
F 8.432126 -1.970218 -0.424043 -1.80 0.23 0.30
F 5.907178 -2.978383 0.526086 0.72 2.62 -1.66
H 4.003970 -1.216175 0.454710 0.49 -1.02 0.39
H 4.806752 3.135674 1.366848 0.41 0.40 0.51
H 0.236205 3.289798 0.225982 -1.18 1.96 -0.05
H -1.784617 -0.293863 -0.806443 -0.23 1.41 -2.07
H -3.879132 0.001410 -2.443399 0.79 1.71 0.95
H -3.851114 1.391424 -1.452869 -4.36 9.54 0.83
H -5.284429 -0.232106 -0.504679 2.94 -1.75 -0.48
H -3.674002 -3.487820 -1.319250 -1.03 1.10 0.26
H -6.191562 -2.358471 0.170268 -3.39 3.78 0.78
H -6.056730 -3.972845 -0.623551 0.58 1.91 1.11
H -5.174632 -3.404739 0.665756 5.52 -4.82 10.44
```
Forces are in eV/Å.

Calculated atomic charges, method natural (NBO), unit e: -0.563 -0.053 0.166 -0.539 0.404 -0.659 -0.099 -0.630 0.223 0.230 0.194 0.193 0.220 -0.196 -0.632 0.689 -0.528 -0.148 -0.112 0.023 -0.433 0.252 -0.392 0.158 -0.251 -0.177 0.217 0.215 0.174 -0.300 0.356 0.327 -0.237 -0.220 0.214 0.258 -0.300 -0.369 0.260 0.195 0.220 0.380 0.151 0.197 0.164 0.197 0.197 0.195 0.169

(2)
The molecule C4H9O2P at a distorted geometry, computed with ωB97M-V with the def2-TZVPD basis set.

## Properties
E_LUMO (alpha / beta) = -1.2 / -1.2 eV
Largest force on an atom = 7.2 eV/Å
HOMO level (alpha / beta) = -8.763 / -8.767 eV
Energy relative to the best compared isomer or geometry (same formula, charge and spin) = 5.105 eV

```
16
Properties=species:S:1:pos:R:3:forces:R:3
C -1.742126 -1.213542 -0.604311 -0.32 2.55 -1.13
C 1.178742 -1.094153 0.505455 -1.17 -3.88 1.04
C -0.633270 -0.187177 -0.880937 -0.58 -1.38 1.88
C 0.077567 -0.122790 0.453968 0.99 0.84 -1.35
O -0.251241 2.617771 0.047705 0.57 -0.35 -0.05
O 1.821234 2.912308 1.465630 0.87 -7.17 0.26
P 0.852444 1.742069 0.516597 -0.77 2.86 0.56
H -2.430207 -0.660453 -0.048713 -1.31 0.07 1.68
H -1.248108 -1.965473 -0.142999 0.49 -2.98 1.60
H -2.278152 -1.477763 -1.487315 0.07 -0.52 -0.87
H 0.944215 -2.184147 0.928606 -0.42 2.24 -0.60
H 1.819707 -0.753441 1.225173 2.23 0.61 1.67
H 1.681886 -1.384914 -0.388204 0.42 0.35 -1.00
H -0.189975 -0.620740 -1.714227 1.99 -0.19 -1.45
H -1.113883 0.681491 -1.089364 -1.05 2.70 -0.92
H 1.511167 3.710954 1.212935 -2.01 4.26 -1.32
```
Forces are in eV/Å.

Calculated atomic charges, method natural (NBO), unit e: -0.569 -0.732 -0.503 -0.144 -1.050 -0.955 1.738 0.214 0.198 0.216 0.242 0.227 0.207 0.193 0.237 0.482

(3)
A structure of composition C24H25IN2NiSi at a distorted geometry, computed with ωB97M-V with the def2-TZVPD basis set.

## Properties
E_LUMO (alpha / beta) = -0.1 / -0.1 eV
Largest force on an atom = 1.5 eV/Å
HOMO level (alpha / beta) = -6.822 / -6.818 eV
Energy relative to the best compared isomer or geometry (same formula, charge and spin) = 0.985 eV

```
54
Properties=species:S:1:pos:R:3:forces:R:3
Ni 0.168378 0.842531 0.183598 -0.06 -0.04 0.22
C 0.064031 0.725403 4.449080 -0.07 -0.03 0.02
C -0.558121 -0.497490 4.666835 0.01 0.01 0.05
C -0.961612 -1.259073 3.586045 -0.02 0.08 -0.04
C -0.741039 -0.802103 2.283922 0.03 0.22 -0.16
C -0.098269 0.429166 2.040999 0.54 -0.20 -0.50
C 0.287234 1.175415 3.156211 0.08 0.19 -0.28
C -1.183677 -1.557913 1.098511 -0.05 -0.13 -0.42
C -1.789468 -2.842372 1.173741 0.01 -0.06 -0.03
C -2.201148 -3.466168 0.037577 0.01 0.03 0.04
C -2.028615 -2.835994 -1.217860 0.07 0.11 -0.01
C -2.434659 -3.410033 -2.441137 -0.01 0.00 -0.08
C -2.233347 -2.744625 -3.619254 -0.06 -0.14 0.03
C -1.615445 -1.479662 -3.620523 0.06 0.12 0.06
C -1.211049 -0.900934 -2.449157 -0.01 0.02 -0.10
C -1.411495 -1.565984 -1.220234 -0.02 -0.22 0.08
N -1.002923 -0.964607 -0.071360 -0.44 -0.17 0.28
H 0.381493 1.325837 5.293562 0.01 0.00 -0.02
H -0.728769 -0.852046 5.674922 0.00 -0.01 0.00
H -1.453680 -2.205191 3.773431 0.00 0.01 -0.04
H 0.787966 2.128742 3.017888 0.01 -0.05 -0.02
H -1.916847 -3.321324 2.132353 0.00 -0.02 0.01
H -2.661766 -4.446126 0.077904 0.00 0.00 0.02
H -2.904365 -4.385961 -2.428817 -0.01 -0.01 -0.02
H -2.543709 -3.187673 -4.556025 -0.01 -0.02 0.00
H -1.455985 -0.965543 -4.559430 0.00 0.01 0.00
H -0.726663 0.067671 -2.440097 0.00 0.01 0.00
I -1.749647 6.252629 -1.664494 -0.02 -0.12 0.04
C -2.189956 4.367479 -0.888355 -0.07 0.02 -0.02
C -3.488610 4.011980 -0.557815 0.01 0.06 -0.02
C -3.719241 2.746371 -0.043542 0.00 0.01 0.00
C -2.649694 1.884969 0.121622 0.01 0.08 -0.01
N -1.401318 2.230657 -0.199041 -0.13 -0.21 0.25
C -1.174048 3.447027 -0.692773 0.14 0.00 -0.03
H -4.301661 4.711284 -0.697774 -0.01 -0.01 0.00
H -4.716722 2.431984 0.227793 -0.01 -0.01 0.01
H -2.773534 0.888659 0.526610 -0.02 0.00 -0.01
H -0.145450 3.684880 -0.936958 -0.01 0.00 0.02
C 4.929530 1.064923 -1.496000 -0.22 -0.09 0.11
Si 3.618077 0.067609 -0.553722 0.03 -0.28 0.07
C 3.401221 -1.584592 -1.452845 0.07 0.21 0.10
C 4.256968 -0.233241 1.200146 -0.07 0.04 -0.23
C 1.998935 0.922984 -0.438595 -0.33 0.30 1.48
H 5.877887 0.526287 -1.543373 0.03 -0.03 0.00
H 5.112985 2.027738 -1.015198 -0.01 0.01 0.04
H 4.608731 1.268168 -2.519871 -0.02 -0.02 -0.03
H 4.345201 -2.124570 -1.546686 0.03 -0.02 0.01
H 3.008853 -1.431172 -2.460971 -0.01 0.03 -0.02
H 2.694047 -2.220846 -0.918104 -0.02 0.00 0.04
H 5.223084 -0.742056 1.193874 0.01 -0.02 -0.02
H 3.551240 -0.842676 1.766283 -0.03 -0.02 0.00
H 4.383949 0.708648 1.737839 -0.01 0.04 -0.01
H 1.466099 1.115990 -1.396750 0.00 0.13 -0.16
H 2.006648 1.814950 0.226029 0.57 0.19 -0.73
```
Forces are in eV/Å.

Calculated atomic charges, method natural (NBO), unit e: 0.903 -0.196 -0.241 -0.201 -0.091 -0.172 -0.259 0.223 -0.242 -0.127 -0.134 -0.165 -0.220 -0.196 -0.217 0.244 -0.543 0.209 0.210 0.200 0.207 0.219 0.216 0.212 0.217 0.217 0.214 0.181 -0.190 -0.189 -0.239 0.066 -0.492 0.014 0.234 0.232 0.220 0.220 -1.104 1.636 -1.103 -1.099 -1.350 0.227 0.229 0.227 0.227 0.226 0.233 0.227 0.238 0.230 0.186 0.228